The following is a DFT calculation (ωB97M-V with the def2-TZVPD basis set) of a structure of composition C11H11AlCl5 at a distorted geometry.

Structure (XYZ):
```
28
Properties=species:S:1:pos:R:3
Al 0.306 -0.574 -0.810
Cl 3.557 -2.784 -0.810
C 3.484 -1.061 -0.810
C 2.217 -0.496 -0.810
C 2.034 0.925 -0.810
Cl 0.384 1.702 -0.810
C 3.174 1.748 -0.810
Cl 3.000 3.480 -0.810
C 4.462 1.165 -0.810
Cl 5.876 2.186 -0.810
C 4.617 -0.239 -0.810
Cl 6.199 -0.960 -0.810
C -3.974 -0.402 0.244
C -2.462 -0.290 0.514
C -2.145 1.130 1.023
C -2.073 -1.328 1.586
C -1.715 -0.574 -0.810
H -4.555 -0.211 1.172
H -4.231 -1.419 -0.125
H -4.293 0.337 -0.522
H -2.708 1.345 1.958
H -2.429 1.890 0.263
H -1.063 1.244 1.245
H -2.640 -1.150 2.525
H -0.991 -1.270 1.829
H -2.297 -2.357 1.231
H -2.040 0.133 -1.604
H 0.306 -2.171 -0.810
```

HOMO level (alpha / beta) (eV): -4.067 / -1.400
Charge: -1
Kohn-Sham gap (alpha / beta) (Ha): 0.2493 / 0.1519
Lowest unoccupied orbital energy (alpha / beta) (eV): 2.716 / 2.733
2S+1: 1

The following is a DFT calculation (ωB97M-V with the def2-TZVPD basis set) of a structure of composition C21H63AgB2F3N5O9SV at a distorted geometry.

Structure (XYZ):
```
106
Properties=species:S:1:pos:R:3
O 3.345 1.327 1.466
V 1.788 1.387 1.651
Ag 2.087 -2.909 -0.194
B 1.260 -0.601 0.611
H 1.247 0.369 0.048
H 0.756 -0.415 1.601
H 0.727 -1.384 -0.038
H 2.344 -0.939 0.862
B 1.774 0.605 3.837
H 2.427 1.486 3.596
H 2.074 -0.279 3.201
H 1.945 0.356 4.948
H 0.703 0.829 3.550
C 1.292 4.858 -1.680
F 0.305 4.194 -2.293
F 1.821 5.707 -2.530
F 0.763 5.495 -0.642
S 2.604 3.651 -1.050
O 3.215 3.054 -2.240
O 3.475 4.536 -0.294
O 1.913 2.645 -0.228
C -3.219 0.291 1.840
C -3.317 0.358 0.307
C -4.271 1.485 -0.080
O -5.619 1.220 0.250
C -6.284 0.298 -0.609
N -1.947 0.564 -0.209
H -3.017 1.289 2.232
H -2.424 -0.376 2.173
H -4.163 -0.015 2.294
H -3.626 -0.640 -0.025
H -4.132 1.789 -1.126
H -4.124 2.348 0.570
H -7.332 0.257 -0.335
H -5.835 -0.695 -0.484
H -6.055 0.613 -1.633
H -1.418 -0.301 -0.159
H -2.008 0.803 -1.197
C -1.724 4.091 1.981
C -0.299 3.592 1.669
C 0.768 4.103 2.636
O 2.008 3.518 2.328
C 3.116 4.193 2.903
N -0.304 2.093 1.628
H -2.468 3.786 1.246
H -1.727 5.184 1.947
H -2.104 3.761 2.951
H -0.157 3.886 0.632
H 0.389 3.871 3.640
H 0.784 5.192 2.538
H 3.917 3.457 2.950
H 2.943 4.583 3.909
H 3.410 5.008 2.239
H -0.782 1.813 2.485
H -1.004 1.810 0.920
C -1.510 -3.667 2.078
C -1.020 -3.100 3.388
C -1.042 -4.161 4.500
O -2.327 -4.504 4.990
C -3.086 -3.456 5.535
N 0.363 -2.649 3.299
H -2.553 -3.980 2.119
H -0.926 -4.569 1.863
H -1.295 -2.963 1.270
H -1.680 -2.326 3.796
H -0.403 -3.868 5.339
H -0.619 -5.068 4.063
H -3.374 -2.715 4.780
H -2.664 -2.968 6.415
H -4.068 -3.849 5.807
H 0.536 -1.881 3.941
H 0.572 -2.167 2.417
C 3.023 -4.802 -3.029
C 2.480 -3.370 -3.139
C 0.972 -3.366 -2.848
O 0.604 -3.929 -1.577
C -0.794 -4.201 -1.493
N 3.243 -2.435 -2.281
H 2.476 -5.420 -3.743
H 2.811 -5.179 -2.028
H 4.079 -4.878 -3.279
H 2.653 -3.019 -4.162
H 0.425 -3.914 -3.622
H 0.555 -2.355 -2.960
H -1.297 -3.239 -1.353
H -0.934 -4.765 -0.573
H -1.174 -4.740 -2.358
H 4.203 -2.370 -2.610
H 2.950 -1.458 -2.441
C -0.029 0.704 -3.400
C 1.352 0.157 -3.731
C 2.002 0.794 -4.948
O 1.134 0.745 -6.057
C 1.605 1.352 -7.227
N 2.255 0.336 -2.601
H 0.016 1.710 -2.969
H -0.521 0.131 -2.608
H -0.675 0.786 -4.277
H 1.188 -0.905 -3.973
H 2.960 0.332 -5.213
H 2.157 1.858 -4.714
H 2.367 0.739 -7.714
H 1.997 2.361 -7.046
H 0.767 1.522 -7.901
H 2.651 1.291 -2.592
H 1.754 0.221 -1.728
```

ΔE to the lowest compared entry with this formula, charge and spin (kcal per mole): 39.3
HOMO level (alpha / beta) (eV): -8.928 / -9.025
Charge: 0
Kohn-Sham gap (alpha / beta) (Ha): 0.3186 / 0.3216
<S²>: 0.7767
Lowest unoccupied orbital energy (alpha / beta) (eV): -0.259 / -0.275
2S+1: 2

The following is a DFT calculation (ωB97M-V with the def2-TZVPD basis set) of a cluster of 4 separate species, C34H76N3O3P in total at a distorted geometry.

Structure (XYZ):
```
117
Properties=species:S:1:pos:R:3
C -0.317 5.126 11.807
C -0.444 3.695 11.245
C -0.190 3.501 9.722
C -0.960 2.243 9.158
P -0.679 1.984 7.365
C -1.544 0.495 6.811
C -3.037 0.707 6.442
C -3.897 -0.613 6.206
C -4.076 -1.452 7.413
C 1.180 1.981 7.066
C 1.618 1.758 5.640
C 3.105 1.686 5.366
C 3.389 1.695 3.826
C -1.269 3.502 6.347
C -1.364 3.341 4.801
C -2.084 4.582 4.268
C -1.873 4.753 2.762
H -1.212 5.724 11.639
H 0.606 5.667 11.598
H -0.222 4.983 12.883
H -1.437 3.362 11.548
H 0.232 2.980 11.715
H 0.896 3.534 9.628
H -0.550 4.406 9.233
H -2.031 2.284 9.356
H -0.669 1.251 9.505
H -1.430 -0.236 7.611
H -1.030 0.132 5.921
H -3.246 1.363 5.597
H -3.537 1.179 7.288
H -3.728 -1.148 5.272
H -4.865 -0.210 5.908
H -4.349 -0.869 8.293
H -3.148 -1.924 7.738
H -4.903 -2.153 7.302
H 1.701 1.325 7.763
H 1.419 3.025 7.267
H 1.342 2.638 5.059
H 1.015 0.968 5.191
H 3.544 0.724 5.631
H 3.623 2.530 5.821
H 4.456 1.638 3.611
H 3.242 2.695 3.420
H 2.778 1.023 3.224
H -0.521 4.280 6.497
H -2.279 3.696 6.708
H -2.006 2.566 4.383
H -0.451 3.149 4.237
H -1.662 5.490 4.697
H -3.149 4.596 4.498
H -2.115 3.839 2.220
H -0.856 4.952 2.423
H -2.413 5.605 2.350
C 6.196 4.297 -8.341
C 5.596 3.015 -9.062
C 4.792 2.188 -8.095
C 5.604 1.537 -6.987
N 4.789 0.500 -6.064
C 5.584 -0.007 -4.880
C 5.313 -1.474 -4.669
C 4.301 -1.830 -5.724
C 4.560 -0.824 -6.834
C 3.483 1.210 -5.577
H 6.933 3.898 -7.643
H 5.436 4.859 -7.799
H 6.640 5.016 -9.029
H 6.324 2.280 -9.405
H 4.976 3.337 -9.898
H 4.209 1.397 -8.567
H 3.965 2.792 -7.722
H 5.939 2.351 -6.343
H 6.468 0.976 -7.342
H 5.408 0.643 -4.023
H 6.631 0.029 -5.178
H 4.912 -1.776 -3.702
H 6.176 -2.127 -4.800
H 3.337 -1.832 -5.216
H 4.355 -2.859 -6.079
H 3.804 -0.649 -7.600
H 5.482 -0.985 -7.393
H 2.800 1.082 -6.416
H 3.709 2.264 -5.413
H 3.047 0.618 -4.773
C -1.217 -7.745 -3.404
C -2.316 -7.504 -4.436
C -2.208 -6.096 -5.111
C -3.374 -5.749 -6.010
N -4.153 -4.416 -5.599
C -5.180 -4.000 -6.680
C -5.315 -2.451 -6.640
C -3.953 -1.978 -6.112
C -3.129 -3.259 -5.692
C -4.881 -4.650 -4.258
H -1.363 -8.744 -2.992
H -1.201 -7.186 -2.468
H -0.236 -7.885 -3.858
H -3.298 -7.652 -3.987
H -2.213 -8.308 -5.166
H -1.375 -6.062 -5.813
H -2.026 -5.279 -4.413
H -4.130 -6.517 -6.172
H -3.024 -5.661 -7.038
H -6.200 -4.352 -6.524
H -4.881 -4.368 -7.661
H -6.194 -2.116 -6.089
H -5.542 -1.980 -7.597
H -3.912 -1.220 -5.329
H -3.545 -1.364 -6.914
H -2.659 -3.151 -4.715
H -2.395 -3.631 -6.407
H -5.595 -5.426 -4.530
H -5.388 -3.709 -4.042
H -4.099 -4.976 -3.572
N -1.593 -1.646 0.147
O -1.087 -0.515 0.297
O -2.818 -1.793 0.292
O -0.873 -2.583 -0.212
```

ΔE to the lowest compared entry with this formula, charge and spin (kcal per mole): 71.4
HOMO level (eV): -9.275
Charge: +2
Kohn-Sham gap (Ha): 0.2132
Lowest unoccupied orbital energy (eV): -3.473
2S+1: 1

The following is a DFT calculation (ωB97M-V with the def2-TZVPD basis set) of the ion C3H3N2S with charge +1 at a distorted geometry.

Structure (XYZ):
```
9
Properties=species:S:1:pos:R:3
C 2.022 0.344 0.202
N 1.217 -0.487 0.135
C 0.025 -1.090 -0.063
C -1.013 -0.291 -0.036
N -1.214 1.051 0.114
S -2.619 0.059 -0.100
H 2.909 0.930 0.229
H 0.009 -2.194 0.206
H -1.336 1.678 -0.686
```

ΔE to the lowest compared entry with this formula, charge and spin (kcal per mole): 64.9
SMILES string: C#[N+]/C=C1\NS1
HOMO level (eV): -13.650
Charge: +1
Kohn-Sham gap (Ha): 0.3129
Lowest unoccupied orbital energy (eV): -5.137
2S+1: 1

What is the formula in the second record?
C21H63AgB2F3N5O9SV

Which value of 2S+1 does entry 2 give?
2